(1)
A molecular structure, C35H43AsCl5N8OPtSi3, computed with ωB97M-V/def2-TZVPD.

XYZ file:
```
97
C35H43AsCl5N8OPtSi3 | OMol25 | ωB97M-V/def2-TZVPD
Pt -0.5827 1.6568 -0.5748
C -3.4529 -2.9702 -1.9547
N -2.6790 -1.7193 -2.0483
C -2.1854 -1.0163 -1.0483
N -1.4658 -0.0074 -1.5428
C -1.5681 -0.1680 -2.8987
N -2.2875 -1.2034 -3.2308
C -2.6451 -4.0427 -1.2624
C -3.2847 -4.9922 -0.4744
C -2.5465 -6.0048 0.1277
C -1.1709 -6.0609 -0.0315
C -0.5337 -5.1064 -0.8187
C -1.2715 -4.1066 -1.4408
C 0.9120 -5.1718 -1.0449
N 1.7243 -6.1401 -0.8410
N 2.9754 -5.7043 -1.3126
C 2.7931 -4.5174 -1.7574
O 1.5065 -4.0824 -1.6123
C 3.7192 -3.6317 -2.4666
C 4.7645 -4.1747 -3.1984
C 5.5829 -3.3333 -3.9409
C 5.3545 -1.9675 -3.9494
C 4.3271 -1.4197 -3.1811
C 4.2464 0.0885 -3.1563
N 3.1965 0.6448 -2.2814
C 1.8856 0.4872 -2.2874
N 1.3576 1.2282 -1.3010
C 2.4456 1.8224 -0.7262
N 3.5673 1.4945 -1.2954
C 3.5106 -2.2537 -2.4422
H -3.7257 -3.2159 -2.9800
H -4.3642 -2.7490 -1.4001
H -2.3326 -1.2584 -0.0110
H -1.1161 0.4924 -3.6218
H -4.3582 -4.9538 -0.3324
H -3.0487 -6.7525 0.7260
H -0.5878 -6.8449 0.4330
H -0.7604 -3.4029 -2.0868
H 4.9186 -5.2452 -3.1975
H 6.3930 -3.7466 -4.5255
H 5.9958 -1.3224 -4.5383
H 4.1057 0.5051 -4.1544
H 5.1593 0.5126 -2.7429
H 1.3580 -0.1591 -2.9701
H 2.3862 2.4745 0.1258
H 2.7153 -1.8683 -1.8166
C -3.4849 -0.0543 1.9557
Si -2.6510 1.3675 2.8126
C -2.5630 1.0342 4.6273
C -3.4388 3.0079 2.4314
As -0.3859 1.4912 1.9128
Si 0.9268 -0.5326 2.4502
C 0.4862 -1.7834 1.1514
C 2.7178 -0.0719 2.4047
C 0.3592 -0.9907 4.1497
Si 0.5657 3.5992 2.7747
C 0.2752 3.4565 4.5994
C 2.3737 3.7405 2.3762
C -0.4148 4.9597 1.9863
H -4.4375 -0.2589 2.4518
H -2.8860 -0.9656 2.0318
H -3.7021 0.1577 0.9100
H -3.5958 0.8962 4.9651
H -2.1409 1.8513 5.2080
H -2.0267 0.1148 4.8621
H -4.5248 2.8926 2.3819
H -3.0981 3.4227 1.4827
H -3.2283 3.7348 3.2179
H 0.6211 -1.4028 0.1363
H -0.5308 -2.1642 1.2646
H 1.1587 -2.6399 1.2605
H 3.0253 0.4499 1.4984
H 3.2934 -1.0018 2.4499
H 3.0047 0.5241 3.2725
H -0.6260 -1.4593 4.1476
H 0.3523 -0.1496 4.8442
H 1.0716 -1.7221 4.5447
H 0.4686 2.4598 4.9988
H -0.7389 3.7524 4.8684
H 0.9626 4.1409 5.1049
H 2.9111 2.7934 2.3659
H 2.8294 4.3505 3.1617
H 2.5535 4.2696 1.4388
H -1.4819 4.8801 2.1893
H -0.2526 4.9811 0.9073
H -0.0732 5.9197 2.3849
Cl 0.9285 4.4604 -1.8585
C -0.7471 4.3743 -2.0641
C -1.4702 3.2866 -1.5810
C -2.8401 3.3322 -1.8231
Cl -3.8560 2.0910 -1.2760
C -3.4916 4.4259 -2.5381
Cl -5.1406 4.3774 -2.7899
C -2.7393 5.4986 -3.0090
Cl -3.4727 6.7706 -3.8533
C -1.3645 5.4913 -2.7776
Cl -0.4146 6.7474 -3.3258
```

Summary:
charge: +3
HOMO energy (spin up / spin down): -14.7 / -14.7 eV
HOMO-LUMO gap (spin up / spin down): 6.21 / 2.77 eV
spin multiplicity: 5
LUMO (spin up / spin down): -8.497 / -11.935 eV
expectation value of S²: 6.023
ΔE to the lowest compared entry with this formula, charge and spin: 0.000 eV
E: -7396.411311 Ha

=====

(2)
A molecular structure, C35H43Cl42NO2 at a distorted geometry, computed with ωB97M-V/def2-TZVPD.

XYZ file:
```
123
C35H43Cl42NO2 | OMol25 | ωB97M-V/def2-TZVPD
C -0.7861 -3.8224 2.7507
C -0.6023 -3.5741 1.1501
C 0.2448 -2.2163 1.0025
C -0.3300 -1.1728 -0.0573
C 0.5864 -0.5952 -1.1808
C 2.1306 -0.9957 -1.4114
C 3.1533 -0.3438 -0.3579
C 3.7596 1.0742 -0.7921
C 4.2387 1.1619 -2.3284
C 2.7521 2.2726 -0.3368
C 3.6212 3.6413 -0.2955
C 2.9011 4.6479 0.7604
C 1.5051 4.9270 0.6789
C 0.5288 5.0765 1.9440
C 0.8011 5.0717 -0.7750
C -0.0325 0.4527 -2.1839
C -1.4990 0.9502 -2.1233
C -2.4032 0.3438 -1.0305
C -1.7994 -0.6902 -0.0233
C -2.9924 -1.0455 0.9645
O -3.1602 -1.9612 1.7933
N -4.0194 -0.0008 0.6868
C -3.9362 0.5768 -0.6849
O -4.8523 1.0981 -1.3601
H -1.2966 -2.9043 3.2243
H -1.3682 -4.7721 2.9865
H 0.2789 -3.8338 3.1989
H 0.0419 -4.4614 0.7873
H -1.6064 -3.5432 0.6085
H 1.2927 -2.5165 0.6202
H 0.4371 -1.7085 2.0206
H 2.3824 -0.8152 -2.4993
H 2.1954 -2.1403 -1.2591
H 2.5994 -0.2550 0.6467
H 3.9933 -1.1044 -0.1896
H 4.7106 1.2287 -0.1484
H 3.4058 1.6654 -2.9419
H 5.2068 1.7636 -2.4998
H 4.3893 0.1164 -2.7908
H 1.8323 2.3370 -1.0058
H 2.4921 2.0551 0.7679
H 4.7101 3.4577 0.0433
H 3.6519 4.1599 -1.3118
H 3.5237 5.1635 1.5841
H 0.2898 6.1778 2.1832
H 0.9822 4.5854 2.8717
H -0.4504 4.5163 1.7291
H 0.7394 6.1833 -1.0587
H 1.3679 4.4773 -1.5847
H -0.2570 4.6335 -0.6608
H 0.6609 0.8803 -2.9983
H -1.9066 1.7340 -2.8546
H -4.8518 -0.6256 0.5718
C -3.6175 4.8508 1.8834
Cl -3.2401 3.5292 0.7699
Cl -3.2364 4.3896 3.5489
Cl -2.7398 6.3175 1.4271
H -4.6824 5.0565 1.8215
C 4.7333 -4.5473 0.5463
Cl 6.0304 -3.3682 0.3049
Cl 3.6900 -4.0582 1.8893
Cl 3.7870 -4.7428 -0.9358
H 5.1840 -5.5064 0.7941
C 8.0481 3.0733 -1.3547
Cl 7.9588 1.3868 -1.8839
Cl 6.7765 4.0327 -2.1230
Cl 7.9285 3.1763 0.4087
H 9.0076 3.4781 -1.6558
C 9.1830 -0.9349 -5.3308
Cl 7.9878 -1.1296 -4.0413
Cl 8.7105 -1.8613 -6.7616
Cl 9.3868 0.7752 -5.7377
H 10.1371 -1.3182 -4.9744
C -5.4031 6.8625 -1.6740
Cl -4.4973 8.3349 -1.2977
Cl -4.5767 5.9270 -2.9268
Cl -5.6332 5.8833 -0.2178
H -6.3824 7.1498 -2.0509
C -9.4842 5.9885 -2.8090
Cl -8.1839 5.0319 -3.5339
Cl -8.9422 7.6454 -2.5001
Cl -10.9129 5.9874 -3.8516
H -9.7542 5.5339 -1.8578
C 0.1876 -3.7438 6.7869
Cl 0.8434 -2.2279 6.1511
Cl -1.5034 -3.9396 6.3065
Cl 1.1541 -5.1192 6.2342
H 0.2330 -3.7074 7.8737
C -7.7659 -0.0922 -2.4916
Cl -9.4729 0.1816 -2.1100
Cl -7.1400 -1.4738 -1.5812
Cl -7.5501 -0.3445 -4.2289
H -7.2026 0.7930 -2.2004
C 1.5627 -9.0351 5.3564
Cl 2.8624 -7.8611 5.1003
Cl 0.5690 -8.5691 6.7443
Cl 0.5673 -9.1874 3.9016
H 2.0125 -10.0034 5.5667
C 1.1226 -3.0005 -4.5029
Cl 0.7339 -1.8349 -3.2246
Cl 1.7133 -2.1673 -5.9488
Cl 2.3197 -4.1684 -3.9220
H 0.2150 -3.5410 -4.7658
C -9.8602 0.4429 1.8954
Cl -9.7283 2.1098 2.4750
Cl -8.3301 -0.4161 2.1188
Cl -11.1751 -0.4016 2.7248
H -10.0863 0.4674 0.8311
C 0.8884 -8.3500 10.6013
Cl 0.9326 -6.9938 9.4662
Cl 2.5091 -8.6947 11.2217
Cl -0.2281 -8.0124 11.9317
H 0.5312 -9.2298 10.0694
C 10.2281 4.4359 -4.6087
Cl 11.5821 5.5559 -4.8132
Cl 10.6139 3.2292 -3.3767
Cl 8.7436 5.3248 -4.2092
H 10.0699 3.9169 -5.5522
C -7.6950 -4.4223 -3.6636
Cl -8.9184 -5.0478 -2.5476
Cl -6.3309 -5.5435 -3.7822
Cl -8.4007 -4.1303 -5.2598
H -7.3266 -3.4744 -3.2731
```

Summary:
HOMO energy: -7.9 eV
HOMO-LUMO gap: 6.83 eV
LUMO: -1.041 eV
E: -20892.352635 Ha

=====

(3)
A molecular structure, C35H43ClN2OsSi2 at a distorted geometry, computed with ωB97M-V/def2-TZVPD.

XYZ file:
```
84
C35H43ClN2OsSi2 | OMol25 | ωB97M-V/def2-TZVPD
C -1.6074 -0.3187 0.6139
C -1.9698 0.2241 -0.6670
C -1.5943 -0.7360 -1.6654
H -2.4792 1.1464 -0.8637
C -1.0093 -1.8561 -0.9984
C -1.0303 -1.5923 0.3949
H -0.7356 -2.2967 1.1686
H -1.8140 0.1259 1.5746
H -1.7807 -0.6612 -2.7264
H -0.6497 -2.7606 -1.4860
Os 0.0500 -0.1447 -0.5862
Si 2.4767 0.7159 -4.8821
C 1.2772 2.1563 -4.5812
C 1.6283 3.4536 -4.9666
H 2.6248 3.6278 -5.3737
C 0.7324 4.5169 -4.8069
H 1.0359 5.5254 -5.0836
C -0.5517 4.2910 -4.2968
H -1.2716 5.1089 -4.2356
C -0.9108 3.0041 -3.8969
H -1.9174 2.7833 -3.5278
C 0.0462 1.9828 -3.9337
H -0.1947 1.0404 -3.4225
C 1.2677 -0.8046 -4.7560
C -0.2075 -0.7881 -5.1842
H -0.7344 0.1410 -4.8778
C -1.0283 -1.9882 -4.9425
H -2.0932 -1.9550 -5.2253
C -0.4714 -3.0935 -4.3275
H -1.0518 -4.0154 -4.2376
C 0.8171 -3.0305 -3.7933
H 1.1906 -3.8540 -3.1700
C 1.6603 -1.9280 -4.0382
H 2.6668 -1.9855 -3.5999
H 1.1383 0.1745 -1.7292
Si -0.7582 -0.6601 -7.0392
C 0.1689 -1.7932 -8.1845
C -0.1592 -2.0349 -9.5441
H -0.7898 -1.3098 -10.0667
C 0.2796 -3.2091 -10.1732
H -0.0237 -3.4314 -11.2003
C 1.1138 -4.1055 -9.4899
H 1.4209 -5.0467 -9.9622
C 1.5903 -3.7673 -8.2195
H 2.3063 -4.4101 -7.6986
C 1.1633 -2.5958 -7.5944
H 1.5583 -2.3018 -6.6150
C -0.6308 1.0789 -7.6906
C -1.8199 1.8095 -7.8979
H -2.7708 1.3280 -7.6668
C -1.7649 3.1102 -8.4021
H -2.6845 3.6764 -8.5530
C -0.5242 3.6880 -8.7159
H -0.4833 4.6942 -9.1392
C 0.6557 2.9653 -8.5042
H 1.6258 3.4269 -8.7148
C 0.6097 1.6596 -8.0166
H 1.5325 1.0876 -7.8846
H 3.6861 1.0890 -5.5567
Cl 3.4992 0.5764 -3.0523
C 0.7821 2.9360 -0.9293
N 0.6098 1.9876 0.1892
C -0.4328 2.5308 1.0932
C 1.8978 1.9092 0.9538
C 1.9403 0.6243 1.7558
N 1.8726 -0.5461 0.8304
C 3.1125 -0.5905 0.0098
C 1.8178 -1.7949 1.6178
H 1.5897 2.5908 -1.5884
H 1.0335 3.9338 -0.5331
H -0.1499 3.0021 -1.4950
H -0.1050 3.5188 1.4526
H -1.3731 2.6419 0.5443
H -0.5733 1.8644 1.9503
H 2.7491 1.9992 0.2612
H 1.9259 2.7645 1.6513
H 2.8930 0.5695 2.3138
H 1.1080 0.5606 2.4726
H 3.9964 -0.6390 0.6665
H 3.0795 -1.4689 -0.6442
H 3.1816 0.3063 -0.6108
H 0.9815 -1.7517 2.3212
H 1.6904 -2.6438 0.9380
H 2.7577 -1.9090 2.1794
```

Summary:
charge: +2
HOMO energy (spin up / spin down): -11.3 / -12.7 eV
HOMO-LUMO gap (spin up / spin down): 4.66 / 3.03 eV
spin multiplicity: 5
LUMO (spin up / spin down): -6.655 / -9.646 eV
expectation value of S²: 6.043
ΔE to the lowest compared entry with this formula, charge and spin: 0.000 eV
E: -2598.082106 Ha

=====

(4)
A molecular structure, C35H43ClN2Si2W at a distorted geometry, computed with ωB97M-V/def2-TZVPD.

XYZ file:
```
84
C35H43ClN2Si2W | OMol25 | ωB97M-V/def2-TZVPD
C 3.0268 1.9515 3.9106
C 2.9213 2.2375 2.5132
C 1.5224 2.3908 2.2092
H 3.7507 2.4046 1.8229
C 0.7700 2.2009 3.4084
C 1.6912 1.9703 4.4626
H 1.4384 1.9662 5.5195
H 3.9523 1.8337 4.4723
H 1.1061 2.7570 1.2770
H -0.3130 2.2719 3.4883
W 1.8562 0.3371 2.8788
Si 0.1881 0.0284 0.8728
C 1.0553 0.4298 -0.7758
C 0.9186 -0.5132 -1.8059
H 0.2571 -1.3718 -1.6663
C 1.6033 -0.3891 -3.0172
H 1.4749 -1.1465 -3.7942
C 2.4224 0.7165 -3.2595
H 2.9114 0.8459 -4.2261
C 2.5744 1.6711 -2.2508
H 3.2259 2.5322 -2.4107
C 1.8856 1.5441 -1.0389
H 2.0277 2.3396 -0.3045
C -1.4251 1.0222 0.8820
C -1.6917 1.9995 -0.0893
H -0.9940 2.1614 -0.9158
C -2.8254 2.8191 0.0273
H -2.9926 3.6123 -0.7015
C -3.7210 2.6445 1.0863
H -4.5884 3.3033 1.1914
C -3.4914 1.6302 2.0209
H -4.1948 1.4763 2.8401
C -2.3521 0.8213 1.9231
H -2.1807 0.0378 2.6687
H -0.3751 -1.3491 0.8664
Si -2.8684 -2.1309 -3.4068
C -4.2625 -0.9578 -3.0552
C -4.7352 -0.0955 -4.0616
H -4.3062 -0.1356 -5.0679
C -5.7484 0.8295 -3.7747
H -6.0866 1.5159 -4.5543
C -6.3241 0.8721 -2.4974
H -7.1169 1.5914 -2.2759
C -5.8909 -0.0253 -1.5115
H -6.3496 -0.0165 -0.5194
C -4.8788 -0.9490 -1.7941
H -4.5671 -1.6647 -1.0296
C -1.8293 -1.3539 -4.7497
C -1.2370 -0.0844 -4.6446
H -1.3176 0.4843 -3.7136
C -0.5230 0.4518 -5.7278
H -0.0351 1.4260 -5.6213
C -0.4193 -0.2547 -6.9317
H 0.1468 0.1648 -7.7713
C -1.0454 -1.5021 -7.0551
H -0.9983 -2.0487 -7.9996
C -1.7389 -2.0527 -5.9666
H -2.2365 -3.0215 -6.0609
H -3.4106 -3.4594 -3.7926
Cl -1.8751 -2.5499 -1.6412
C 0.9450 -1.5154 4.4191
N 2.2986 -0.9059 4.6097
C 2.4426 -0.3724 5.9834
C 3.4150 -1.9001 4.3639
C 4.1675 -1.5462 3.1105
N 3.1863 -1.1996 2.0422
C 3.9287 -0.6660 0.8867
C 2.5026 -2.4602 1.6327
H 0.3249 -1.3100 5.3088
H 0.4076 -1.0817 3.5392
H 1.0479 -2.6049 4.2850
H 2.5796 -1.2175 6.6689
H 3.3230 0.2733 6.0548
H 1.5433 0.1804 6.2780
H 4.0923 -1.8591 5.2262
H 2.9758 -2.9099 4.2939
H 4.8688 -0.7107 3.2736
H 4.7535 -2.4239 2.7876
H 4.7126 -1.3961 0.6126
H 3.2624 -0.5057 0.0346
H 4.4113 0.2794 1.1512
H 3.2928 -3.1919 1.4085
H 1.8604 -2.8670 2.4307
H 1.8769 -2.3089 0.7371
```

Summary:
charge: +2
HOMO energy (spin up / spin down): -12.5 / -12.5 eV
HOMO-LUMO gap (spin up / spin down): 5.38 / 4.85 eV
spin multiplicity: 3
LUMO (spin up / spin down): -7.112 / -7.643 eV
expectation value of S²: 2.014
E: -2574.704661 Ha

=====

(5)
A molecular structure, C35H43ClP2ScSi2 at a distorted geometry, computed with ωB97M-V/def2-TZVPD.

XYZ file:
```
84
C35H43ClP2ScSi2 | OMol25 | ωB97M-V/def2-TZVPD
C -1.6783 -1.0736 1.3412
C -2.4481 -0.4932 0.2913
C -2.2802 -1.3033 -0.8726
H -3.0838 0.3929 0.3792
C -1.4091 -2.3810 -0.5318
C -1.0271 -2.2329 0.8276
H -0.4170 -2.9316 1.4080
H -1.6558 -0.7540 2.3864
H -2.7482 -1.1537 -1.8479
H -1.1150 -3.1932 -1.1993
Sc -0.2159 -0.3828 -0.3706
Si -0.3984 -0.0584 -6.6184
C 0.2082 1.4952 -7.5920
C 1.5321 1.6688 -8.0469
H 2.2866 0.9026 -7.8635
C 1.9196 2.8434 -8.7019
H 2.9568 2.9753 -9.0316
C 0.9984 3.8664 -8.9501
H 1.2982 4.7733 -9.4731
C -0.3177 3.6942 -8.5162
H -1.0457 4.4781 -8.7117
C -0.7074 2.5245 -7.8414
H -1.7418 2.4163 -7.4995
C 0.4398 -1.4385 -7.5837
C -0.0227 -1.6348 -8.8945
H -0.8571 -1.0401 -9.2671
C 0.5840 -2.5905 -9.7194
H 0.2111 -2.7432 -10.7306
C 1.6683 -3.3517 -9.2595
H 2.1381 -4.0955 -9.9016
C 2.1465 -3.1408 -7.9668
H 2.9827 -3.7139 -7.5822
C 1.5479 -2.1803 -7.1455
H 1.9530 -2.0174 -6.1442
H -1.8848 -0.0488 -6.5739
Si 1.5965 0.6333 -4.7752
C 0.6018 -0.9736 -4.2597
C -0.8125 -1.2395 -4.3044
H -1.6022 -0.4773 -4.4033
C -1.3342 -2.5367 -4.1829
H -2.3900 -2.7036 -4.3744
C -0.5232 -3.6176 -3.8926
H -0.9117 -4.6426 -3.8887
C 0.8242 -3.3559 -3.6160
H 1.4803 -4.1846 -3.3363
C 1.3480 -2.0628 -3.7369
H 2.3867 -1.9283 -3.4608
C 0.3695 1.9649 -4.2037
C -0.8339 1.8250 -3.4824
H -1.1106 0.8911 -2.9950
C -1.7874 2.8505 -3.4044
H -2.7556 2.6603 -2.9501
C -1.4987 4.1046 -3.9149
H -2.2344 4.9202 -3.8840
C -0.2316 4.3159 -4.4724
H 0.0407 5.3068 -4.8399
C 0.6905 3.2848 -4.5932
H 1.6540 3.4867 -5.0510
H 2.8961 0.8655 -4.0531
Cl 1.6891 0.3307 -1.5254
C -0.2625 3.4466 -0.1151
P 0.2712 2.0116 0.8734
C -0.3705 2.3574 2.5362
C 2.0934 2.3756 1.0908
C 2.9249 1.1282 1.4491
P 1.9387 -0.4617 1.4188
C 3.2020 -1.6477 0.8412
C 1.8429 -0.8504 3.1961
H -0.0315 3.2771 -1.1768
H 0.2276 4.3566 0.2309
H -1.3572 3.5458 -0.0184
H -1.1655 1.6403 2.7660
H 0.4184 2.2661 3.3027
H -0.7870 3.3773 2.5621
H 2.4390 2.8119 0.1463
H 2.1727 3.1518 1.8680
H 3.7534 0.9947 0.7327
H 3.3744 1.2174 2.4537
H 3.8693 -1.9190 1.6754
H 2.6856 -2.5530 0.4832
H 3.7718 -1.2229 0.0148
H 1.5321 0.0285 3.7754
H 2.8248 -1.2012 3.5461
H 1.1058 -1.6468 3.3341
```

Summary:
charge: +1
HOMO energy (spin up / spin down): -8.9 / -8.9 eV
HOMO-LUMO gap (spin up / spin down): 5.59 / 5.60 eV
LUMO (spin up / spin down): -3.263 / -3.263 eV
ΔE to the lowest compared entry with this formula, charge and spin: 2.163 eV
E: -3841.895297 Ha